1.
The following is a DFT calculation (ωB97M-V/def2-TZVPD) of a molecular structure, C6H13N in a non-equilibrium geometry.

Geometry as XYZ:
```
20
C6H13N | the OMol25 dataset | ωB97M-V/def2-TZVPD
C -1.767 -1.105 -0.625
N -1.162 0.174 -0.394
C 0.251 0.161 -0.575
C 0.675 1.287 0.334
C 0.406 0.767 1.706
C 0.488 -0.649 2.097
C 0.647 0.277 -2.070
H -1.134 -1.713 -1.269
H -2.064 -1.578 0.332
H -2.767 -0.925 -1.040
H 1.335 -1.175 1.692
H 0.696 -0.772 -0.177
H 1.701 1.580 0.202
H -0.060 2.040 0.044
H 0.506 1.500 2.501
H 0.418 -0.651 3.177
H -0.474 -0.173 1.371
H 1.484 -0.339 -2.297
H 0.974 1.298 -2.262
H -0.154 -0.003 -2.746
```

Results
* energy: -290.9100 Ha
* gap between HOMO and LUMO: 0.209 Eh
* charge: 0
* ΔE to the lowest compared entry with this formula, charge and spin: 156.1 kcal per mole
* HOMO: -6.6081 eV

=====

2.
The following is a DFT calculation (ωB97M-V/def2-TZVPD) of C6H13N in the gas phase in a non-equilibrium geometry.

Geometry as XYZ:
```
20
C6H13N | the OMol25 dataset | ωB97M-V/def2-TZVPD
C -0.724 -0.112 -3.005
C 0.250 0.200 -1.876
C -0.482 0.126 -0.540
N 0.426 0.271 0.567
C 0.849 -1.012 1.065
C -0.021 -0.115 1.890
C 0.404 0.831 2.994
H -1.505 0.656 -3.064
H -1.217 -1.071 -2.808
H -0.227 -0.167 -3.978
H 1.059 -0.540 -1.843
H 0.736 1.171 -2.044
H -0.930 -0.935 -0.463
H -1.257 0.903 -0.473
H 1.915 -1.164 1.239
H 0.252 -1.810 0.541
H -1.036 -0.512 1.995
H 0.488 0.346 3.972
H 1.360 1.301 2.746
H -0.342 1.633 3.085
```

Results
* energy: -291.1144 Ha
* gap between HOMO and LUMO: 0.383 Eh
* SMILES: CCCN1C[C@H]1C
* charge: 0
* ΔE to the lowest compared entry with this formula, charge and spin: 27.9 kcal per mole
* HOMO: -9.1734 eV

=====

Copy entry 2 word for word.
The following is a DFT calculation (ωB97M-V/def2-TZVPD) of C6H13N in the gas phase in a non-equilibrium geometry.

Geometry as XYZ:
```
20
C6H13N | the OMol25 dataset | ωB97M-V/def2-TZVPD
C -0.724 -0.112 -3.005
C 0.250 0.200 -1.876
C -0.482 0.126 -0.540
N 0.426 0.271 0.567
C 0.849 -1.012 1.065
C -0.021 -0.115 1.890
C 0.404 0.831 2.994
H -1.505 0.656 -3.064
H -1.217 -1.071 -2.808
H -0.227 -0.167 -3.978
H 1.059 -0.540 -1.843
H 0.736 1.171 -2.044
H -0.930 -0.935 -0.463
H -1.257 0.903 -0.473
H 1.915 -1.164 1.239
H 0.252 -1.810 0.541
H -1.036 -0.512 1.995
H 0.488 0.346 3.972
H 1.360 1.301 2.746
H -0.342 1.633 3.085
```

Results
* energy: -291.1144 Ha
* gap between HOMO and LUMO: 0.383 Eh
* SMILES: CCCN1C[C@H]1C
* charge: 0
* ΔE to the lowest compared entry with this formula, charge and spin: 27.9 kcal per mole
* HOMO: -9.1734 eV

=====

Question: Among the records above, which one has the lowest gap between HOMO and LUMO?
Answer: number 1

=====

Question: Among the records above, which one has the highest ΔE to the lowest compared entry with this formula, charge and spin?
Answer: number 1